# 1
DFT (ωB97M-V with the def2-TZVPD basis set) results for a molecular structure, C4H4O2 in a non-equilibrium geometry.

Positions of all 10 atoms, in Å:
O -1.219 2.753 -0.857
O -2.404 -0.862 -1.794
C -0.250 0.759 0.261
C -1.224 1.610 -0.561
C -0.238 -0.527 -0.612
C -1.542 -0.149 -1.382
H -0.511 -1.394 0.026
H 0.632 -0.617 -1.287
H -0.834 0.409 1.139
H 0.681 1.174 0.476

## Properties
- HOMO (eV) = -8.651
- gap between HOMO and LUMO (eV) = 8.69
- DFT total energy (eV) = -8305.3144
- maximum force (Eh/bohr) = 0.056
- LUMO (eV) = 0.041
- multiplicity = 1
- ΔE to the lowest compared entry with this formula, charge and spin (kJ/mol) = 170.1



# 2
DFT (ωB97M-V with the def2-TZVPD basis set) results for C2H6N2O2S in the gas phase in a non-equilibrium geometry.

Positions of all 13 atoms, in Å:
S -1.968 0.493 0.442
O -1.146 -1.775 -0.534
O 1.982 -0.280 0.728
N -0.735 1.284 -0.582
N 0.580 1.231 -0.147
C -0.856 -0.833 0.434
C 0.977 -0.095 -0.167
H -1.884 -1.462 -1.053
H 1.360 -0.556 -1.064
H -0.990 2.250 -0.758
H -0.696 -1.066 1.498
H 2.492 -0.987 0.454
H 0.883 1.795 0.750

## Properties
- HOMO (eV) = -8.055
- gap between HOMO and LUMO (eV) = 8.78
- DFT total energy (eV) = -20077.7513
- maximum force (Eh/bohr) = 0.059
- LUMO (eV) = 0.724
- multiplicity = 1
- ΔE to the lowest compared entry with this formula, charge and spin (kJ/mol) = 418.3



# 3
DFT (ωB97M-V with the def2-TZVPD basis set) results for a molecular structure, C6H8N2 in a non-equilibrium geometry.

Positions of all 16 atoms, in Å:
N 1.713 1.063 1.748
N 0.332 0.914 -0.175
C -1.198 -0.679 0.513
C -1.021 0.457 -0.478
C 0.713 -0.492 -0.582
C 0.656 1.348 1.091
C -0.006 -1.326 0.486
C -0.421 -0.306 -1.684
H -1.026 -1.195 -2.036
H 1.749 -0.651 -0.806
H 0.400 -2.188 1.064
H -1.853 1.195 -0.663
H -0.021 2.117 1.546
H -2.037 -0.909 1.158
H 2.235 0.304 1.351
H -0.216 0.349 -2.533

## Properties
- HOMO (eV) = -9.103
- gap between HOMO and LUMO (eV) = 10.12
- DFT total energy (eV) = -9328.8200
- maximum force (Eh/bohr) = 0.043
- LUMO (eV) = 1.015
- multiplicity = 1
- ΔE to the lowest compared entry with this formula, charge and spin (kJ/mol) = 278.6



# 4
DFT (ωB97M-V with the def2-TZVPD basis set) results for a molecular structure, C43H72N2OP3PdSSi.

Positions of all 124 atoms, in Å:
Pd -0.010 0.068 -0.163
S -0.772 2.183 -1.450
P -1.313 -1.909 0.099
P 0.024 0.162 -4.485
P 2.283 -0.215 0.193
Si -0.170 0.241 2.157
O 0.323 -0.565 -3.232
N -1.424 4.619 -0.562
N -2.236 2.799 0.648
C 3.205 1.437 4.436
C 0.518 -0.739 -5.984
C 0.021 -2.083 3.949
C -0.950 -2.539 1.799
C -1.742 0.496 -4.692
C -1.261 0.984 3.586
C -0.687 -4.314 3.433
C 3.621 -2.603 1.364
C 2.336 -2.853 -0.788
C 2.763 -4.317 -0.598
C 3.235 -4.008 1.862
C -1.574 3.233 -0.414
C -4.990 -1.234 -1.344
C -0.124 -3.412 4.324
C 1.617 0.604 2.779
C -2.725 -4.422 -0.805
C -1.500 -3.506 -0.902
C -2.169 -5.461 -3.037
C -5.392 -1.217 1.181
C -2.588 5.382 -1.020
C 3.985 0.767 2.270
C 2.421 -4.788 0.812
C -3.134 3.571 1.474
C 4.250 1.268 3.539
C 0.835 1.770 -4.640
C -0.997 -4.492 -3.177
C 3.788 0.301 -0.816
C -3.614 -0.673 -0.998
C 5.057 -0.558 -0.816
C -1.095 -3.876 2.180
C -2.487 -5.727 -1.568
C 4.432 1.176 -3.108
C -0.378 -1.616 2.695
C 1.912 1.109 4.049
C -4.103 -2.037 1.113
C -1.231 -3.209 -2.383
C 3.329 0.547 -2.259
C 2.688 0.435 1.877
C -3.052 -1.242 0.331
C 5.709 0.340 -3.082
C -6.005 -0.999 -0.219
C 2.475 -2.047 0.518
C 6.164 0.092 -1.647
H -2.067 1.080 -3.829
H 2.274 -4.947 -1.348
H -2.996 -4.643 0.226
H -1.510 -4.602 1.494
H 2.591 -5.863 0.922
H -1.149 0.487 4.558
H 1.565 -2.215 1.102
H -0.802 -5.357 3.704
H -1.055 2.052 3.723
H 2.644 -3.917 2.777
H -5.355 -0.778 -2.269
H -3.269 5.602 -0.201
H 3.827 -1.953 2.217
H 6.502 0.830 -3.654
H -3.686 0.419 -0.933
H -0.392 -2.522 -2.483
H -0.035 -1.678 -6.030
H 1.912 1.621 -4.724
H -2.228 1.776 0.726
H 5.413 -0.741 0.198
H -2.315 0.887 3.303
H -2.910 -0.848 -1.816
H -3.144 4.861 -1.808
H 1.101 1.266 4.755
H -4.085 3.779 0.974
H -3.357 -6.386 -1.479
H -3.052 -5.022 -3.517
H 4.142 -4.564 2.122
H 3.008 -0.401 -2.706
H 5.517 -0.624 -3.568
H 1.353 -4.625 0.985
H 0.630 2.345 -3.736
H 6.436 1.051 -1.189
H -3.331 3.012 2.383
H 2.433 1.172 -2.243
H -2.099 -2.683 -2.804
H 2.921 -2.401 -1.594
H 0.476 2.320 -5.513
H 0.485 -1.388 4.643
H 1.297 -2.792 -1.115
H 4.090 1.304 -4.141
H -0.655 4.751 -1.205
H -0.631 -4.082 -0.545
H -2.277 -0.456 -4.690
H 3.842 -4.424 -0.762
H 0.332 -0.164 -6.893
H 4.827 -1.540 -1.242
H -5.153 -0.251 1.639
H 0.210 -3.744 5.302
H -4.910 -2.305 -1.548
H -3.585 -3.909 -1.248
H -2.238 6.332 -1.420
H 4.046 1.285 -0.399
H -0.081 -4.973 -2.810
H 4.542 -2.659 0.778
H 4.813 0.646 1.582
H 5.265 1.522 3.821
H -6.121 -1.695 1.841
H -6.860 -1.667 -0.360
H -1.960 -6.400 -3.558
H 1.582 -0.969 -5.912
H 7.064 -0.530 -1.633
H -2.663 4.514 1.755
H -3.724 -2.232 2.118
H -1.643 -6.254 -1.107
H -4.314 -3.008 0.664
H -1.964 1.039 -5.613
H -6.398 0.019 -0.296
H 4.654 2.180 -2.726
H -0.827 -4.259 -4.232
H -2.800 -0.391 0.972
H 3.395 1.828 5.430

## Properties
- HOMO (eV) = -1.758
- gap between HOMO and LUMO (eV) = 4.11
- DFT total energy (eV) = -100851.7932
- maximum force (Eh/bohr) = 0.018
- LUMO (eV) = 2.356
- multiplicity = 1
- ΔE to the lowest compared entry with this formula, charge and spin (kJ/mol) = 93.0
- net charge = -1